Record 1
This record from OMol25 describes C50H45GeIN3O9P3Ti as an isolated structure at a distorted geometry. The level of theory is ωB97M-V with the def2-TZVPD basis set.

```
! wB97M-V def2-TZVPD RIJCOSX def2/J DEFGRID3
* xyz 1 2
Ti -16.943 -18.813 4.637
C -20.357 -15.879 5.978
C -19.012 -15.345 5.465
N -18.920 -14.002 5.377
C -17.759 -13.494 5.070
C -16.537 -14.127 4.873
C -15.232 -13.488 4.517
O -15.137 -12.211 5.049
C -16.641 -15.527 4.923
C -15.523 -16.401 4.533
N -15.329 -17.634 5.006
C -14.152 -18.173 5.567
C -12.971 -18.236 4.798
C -11.632 -18.514 5.424
C -11.901 -19.083 7.476
C -13.405 -19.219 7.698
C -14.281 -18.464 6.992
I -15.770 -17.629 8.262
C -17.940 -16.135 5.103
O -18.121 -17.436 5.110
H -20.234 -15.976 7.058
H -20.692 -16.855 5.641
H -21.163 -15.112 5.761
H -17.682 -12.389 5.037
H -15.047 -13.438 3.405
H -14.446 -14.196 4.906
H -14.221 -11.917 5.153
H -14.781 -15.920 3.812
H -13.104 -18.107 3.727
H -10.755 -18.415 4.711
H -11.253 -19.303 8.347
H -13.843 -19.851 8.474
O -15.122 -22.173 2.198
P -15.071 -21.434 3.590
O -15.579 -19.969 3.524
O -13.731 -21.718 4.195
O -16.205 -22.224 4.495
P -16.403 -21.646 6.056
O -17.421 -22.696 6.705
O -15.161 -21.446 6.805
O -17.189 -20.282 5.727
H -14.399 -22.912 2.211
H -18.259 -22.823 6.295
N -18.160 -19.069 2.665
C -19.352 -18.343 2.579
C -19.255 -16.993 2.163
C -20.405 -16.263 1.962
C -21.586 -16.735 2.644
C -21.676 -17.989 3.138
C -20.600 -18.898 2.989
P -20.861 -20.597 3.697
C -22.682 -20.712 3.670
C -23.333 -21.126 2.524
C -24.682 -21.438 2.590
C -25.337 -21.409 3.836
C -24.627 -20.927 5.020
C -23.284 -20.674 4.942
C -20.175 -21.575 2.349
C -19.275 -22.600 2.482
C -18.941 -23.317 1.353
C -19.440 -23.016 0.064
C -20.346 -22.021 -0.017
C -20.571 -21.158 1.022
H -18.236 -20.132 2.669
H -17.446 -18.828 1.889
H -18.315 -16.556 1.974
H -20.520 -15.369 1.335
H -22.429 -16.017 2.794
H -22.633 -18.362 3.549
H -22.798 -21.167 1.556
H -25.281 -21.672 1.780
H -26.431 -21.549 3.878
H -25.075 -20.850 5.979
H -22.688 -20.353 5.768
H -18.729 -22.797 3.402
H -18.273 -24.137 1.318
H -19.142 -23.599 -0.816
H -20.935 -21.901 -0.939
H -21.149 -20.227 0.882
C -9.273 -24.175 2.656
C -10.309 -24.825 3.261
C -11.180 -24.082 4.122
C -10.899 -22.729 4.419
C -9.905 -22.112 3.704
C -9.144 -22.796 2.817
Ge -12.169 -21.742 5.484
C -12.496 -23.016 7.139
C -13.424 -24.038 7.275
C -13.304 -25.069 8.242
C -12.334 -25.000 9.240
C -11.450 -23.881 9.264
C -11.626 -22.939 8.268
C -11.385 -19.828 6.222
C -9.913 -20.133 6.314
C -8.879 -19.231 6.517
C -8.946 -17.871 6.860
C -10.112 -17.199 7.103
C -11.496 -17.752 6.750
H -8.680 -24.656 1.899
H -10.606 -25.840 3.117
H -11.976 -24.613 4.767
H -9.572 -21.112 4.034
H -8.339 -22.321 2.249
H -14.352 -24.049 6.673
H -13.904 -25.993 8.169
H -12.337 -25.676 10.067
H -10.669 -23.853 10.109
H -10.968 -22.106 8.401
H -9.533 -21.132 6.264
H -7.863 -19.659 6.428
H -7.984 -17.407 7.078
H -10.080 -16.141 7.497
H -12.227 -16.923 7.003
*
```

DFT total energy = -191073.1247 eV
HOMO (spin up / spin down) = -0.3603 / -0.3633 Eh
ΔE to the lowest compared entry with this formula, charge and spin = 234.0 kJ/mol
Kohn-Sham gap (spin up / spin down) = 6.336 / 6.326 eV

Atomic partial charges in e from the Mulliken method, atoms 1 to 6: atom 1 (Ti): 0.702, atom 2 (C): -1.161, atom 3 (C): 0.223, atom 4 (N): -0.574, atom 5 (C): -0.597, atom 6 (C): 0.382

---

Record 2
This record from OMol25 describes a 9-piece molecular cluster, C49H69Br2ClF10O32S overall at a distorted geometry. The level of theory is ωB97M-V with the def2-TZVPD basis set.

```
! wB97M-V def2-TZVPD RIJCOSX def2/J DEFGRID3
* xyz 0 1
C 2.969 -0.745 -1.958
C 1.910 0.431 -1.815
Br 2.949 1.889 -0.886
C 0.683 0.045 -0.866
Br 0.393 1.633 0.380
C -0.704 -0.148 -1.677
F -1.131 1.106 -1.991
C -1.620 -0.939 -0.695
C -3.026 -1.361 -1.187
C -3.982 -0.257 -1.714
F -3.526 0.166 -2.938
F -5.176 -0.952 -2.004
C -4.381 0.853 -0.689
F -3.379 1.218 0.172
F -5.331 0.285 0.138
S -5.124 2.456 -1.349
F -4.497 3.262 -0.048
F -6.478 2.213 -0.443
F -5.832 1.745 -2.607
F -3.800 2.880 -2.164
F -5.802 3.857 -1.826
O -0.385 -1.007 -2.787
C -0.633 -0.499 -4.030
O -0.153 0.441 -4.554
Cl -1.796 -1.481 -5.038
H 3.928 -0.228 -2.237
H 2.677 -1.501 -2.707
H 3.151 -1.171 -0.938
H 1.630 0.866 -2.799
H 0.897 -0.858 -0.249
H -1.637 -0.377 0.277
H -1.051 -1.880 -0.451
H -2.926 -2.125 -2.006
H -3.556 -1.906 -0.358
C -5.343 4.219 2.681
C -4.977 3.845 4.099
C -5.793 2.708 4.650
O -5.751 2.965 6.055
C -5.636 4.313 6.195
O -5.814 4.900 7.216
O -5.296 4.902 5.017
H -4.798 5.110 2.367
H -5.114 3.407 1.996
H -6.407 4.457 2.600
H -3.903 3.646 4.172
H -5.370 1.733 4.414
H -6.838 2.732 4.328
C -4.151 4.483 9.687
C -4.110 3.504 8.538
C -5.203 2.475 8.588
O -4.616 1.382 7.881
C -3.274 1.469 8.085
O -2.499 0.596 7.847
O -2.934 2.681 8.598
H -3.280 5.140 9.662
H -5.054 5.093 9.645
H -4.123 3.961 10.646
H -4.100 4.039 7.585
H -6.120 2.811 8.106
H -5.435 2.140 9.604
C 0.332 -0.519 6.327
C 0.372 -1.483 5.167
C -0.717 -2.519 5.217
O -0.133 -3.600 4.486
C 1.211 -3.509 4.672
O 1.988 -4.373 4.414
O 1.552 -2.302 5.201
H 1.198 0.146 6.305
H -0.576 0.084 6.298
H 0.369 -1.050 7.281
H 0.371 -0.934 4.220
H -1.641 -2.182 4.749
H -0.935 -2.867 6.230
C -7.693 1.869 -5.244
C -7.674 0.888 -6.393
C -8.687 -0.215 -6.257
O -8.085 -1.268 -7.007
C -6.738 -1.087 -6.909
O -5.926 -1.904 -7.202
O -6.446 0.152 -6.424
H -6.873 2.584 -5.338
H -8.636 2.416 -5.213
H -7.553 1.355 -4.291
H -7.776 1.417 -7.346
H -9.661 0.054 -6.666
H -8.815 -0.558 -5.226
C 6.696 -2.901 5.379
C 5.980 -1.626 4.998
C 4.549 -1.842 4.589
O 4.317 -0.739 3.722
C 5.509 -0.434 3.151
O 5.619 0.275 2.205
O 6.540 -1.050 3.804
H 7.754 -2.706 5.565
H 6.256 -3.342 6.275
H 6.649 -3.632 4.569
H 6.067 -0.888 5.802
H 3.861 -1.827 5.430
H 4.399 -2.764 4.021
C 3.717 -4.169 -6.608
C 4.053 -4.538 -5.182
C 3.221 -5.668 -4.645
O 3.234 -5.403 -3.240
C 3.351 -4.057 -3.105
O 3.154 -3.460 -2.092
O 3.719 -3.475 -4.280
H 4.272 -3.281 -6.916
H 3.957 -4.987 -7.289
H 2.657 -3.928 -6.710
H 5.124 -4.741 -5.085
H 3.644 -6.645 -4.865
H 2.185 -5.642 -4.988
C 6.283 7.262 -2.502
C 5.631 6.625 -1.296
C 6.601 5.907 -0.399
O 5.767 4.923 0.212
C 4.791 4.636 -0.688
O 4.066 3.691 -0.621
O 4.753 5.562 -1.684
H 5.528 7.677 -3.171
H 6.964 8.060 -2.201
H 6.842 6.522 -3.079
H 5.044 7.367 -0.747
H 7.050 6.561 0.346
H 7.394 5.391 -0.947
C 7.590 -2.200 -0.336
C 7.584 -3.175 -1.491
C 6.553 -4.260 -1.352
O 7.131 -5.322 -2.114
C 8.481 -5.166 -2.024
O 9.277 -5.996 -2.328
O 8.800 -3.935 -1.534
H 8.420 -1.498 -0.431
H 6.656 -1.636 -0.296
H 7.727 -2.721 0.614
H 7.484 -2.639 -2.440
H 5.583 -3.970 -1.752
H 6.427 -4.606 -0.323
C -0.257 7.551 -0.158
C 0.087 6.304 -0.939
C -0.765 6.107 -2.163
O -0.730 4.692 -2.328
C -0.579 4.166 -1.078
O -0.746 3.017 -0.799
O -0.210 5.124 -0.184
H 0.315 7.592 0.771
H -0.045 8.448 -0.742
H -1.313 7.556 0.124
H 1.154 6.291 -1.183
H -0.367 6.616 -3.040
H -1.807 6.409 -2.016
C -2.401 -8.728 -3.684
C -1.188 -7.873 -3.967
C -0.702 -7.973 -5.387
O 0.685 -7.665 -5.250
C 1.048 -8.079 -4.001
O 2.171 -8.202 -3.634
O -0.047 -8.337 -3.235
H -2.649 -8.702 -2.622
H -3.264 -8.382 -4.256
H -2.209 -9.774 -3.936
H -1.379 -6.836 -3.675
H -1.199 -7.269 -6.053
H -0.789 -8.981 -5.803
*
```

DFT total energy = -308065.6050 eV
HOMO = -0.2685 Eh
ΔE to the lowest compared entry with this formula, charge and spin = 354.5 kJ/mol
Kohn-Sham gap = 6.905 eV

Atomic partial charges in e from the Mulliken method, atoms 1 to 6: atom 1 (C): -1.253, atom 2 (C): 0.080, atom 3 (Br): 0.081, atom 4 (C): -0.682, atom 5 (Br): -0.239, atom 6 (C): 1.135

---

ΔE to the lowest compared entry with this formula, charge and spin of number 2 (C49H69Br2ClF10O32S)? 354.5 kJ/mol